Molecular formula: C19H26BrN3O3Si2Ti
Method: DFT, ωB97M-V/def2-TZVPD

Output
HOMO (spin up / spin down)	-0.01041 / -0.01031	Ha
relative energy (zero: lowest compared OMol25 entry of this formula, charge and spin)	0.000	eV
net charge	-2

Each line ends with the natural charge from an NBO analysis.
Cartesian coordinates (Å):
1 Ti 0.531 -0.309 0.204  1.42
2 N 1.652 1.015 1.626  -0.86
3 C 1.139 1.052 2.998  -0.30
4 C 0.343 -0.209 3.309  0.64
5 O 0.017 -0.445 4.486  -0.74
6 N 0.054 -0.892 2.219  -0.70
7 C -0.761 -2.074 2.344  -0.33
8 C -1.078 -2.617 0.960  0.81
9 O -1.786 -3.606 0.838  -0.68
10 O -0.563 -1.953 -0.038  -0.79
11 H 2.501 0.447 1.570  0.43
12 H 1.854 1.933 1.252  0.39
13 H 0.451 1.894 3.104  0.20
14 H 1.926 1.172 3.746  0.19
15 H -1.705 -1.874 2.862  0.20
16 H -0.260 -2.862 2.916  0.21
17 C -2.545 1.486 1.788  -1.12
18 Si -1.269 1.579 0.369  1.01
19 C -0.491 3.317 0.601  -1.10
20 C -2.334 1.913 -1.194  -0.41
21 C -3.381 2.832 -1.033  -0.15
22 C -4.267 3.148 -2.050  -0.26
23 C -4.122 2.529 -3.282  -0.24
24 C -3.086 1.627 -3.469  -0.20
25 C -2.170 1.300 -2.455  -0.43
26 Si -0.872 -0.016 -2.943  1.67
27 C -1.715 -1.688 -2.829  -1.12
28 C -0.609 0.169 -4.827  -1.11
29 H -3.063 2.431 1.992  0.20
30 H -2.043 1.171 2.708  0.24
31 H -3.300 0.727 1.561  0.23
32 H -1.263 4.093 0.554  0.21
33 H 0.223 3.515 -0.203  0.23
34 H 0.019 3.432 1.563  0.20
35 H -3.512 3.317 -0.070  0.18
36 H -5.065 3.864 -1.880  0.19
37 H -4.808 2.744 -4.094  0.19
38 H -2.996 1.156 -4.440  0.20
39 H -2.537 -1.754 -3.551  0.21
40 H -2.087 -1.897 -1.829  0.27
41 H -0.985 -2.469 -3.064  0.23
42 H -1.528 0.156 -5.419  0.20
43 H -0.002 -0.678 -5.164  0.22
44 H -0.052 1.081 -5.058  0.22
45 Br 2.989 -1.711 0.567  -0.67
46 C 0.826 0.076 -2.190  -0.59
47 C 1.911 -0.386 -2.995  -0.13
48 C 3.130 0.228 -2.954  -0.33
49 C 3.267 1.433 -2.180  -0.26
50 C 2.305 1.755 -1.289  -0.05
51 N 1.276 0.850 -1.068  -0.71
52 H 1.740 -1.154 -3.747  0.19
53 H 3.933 -0.096 -3.606  0.19
54 H 4.112 2.097 -2.326  0.19
55 H 2.355 2.662 -0.693  0.17

---

Molecular formula: C19H26Cl4N4O
Method: DFT, ωB97M-V/def2-TZVPD

Output
structure (SMILES)	ClC(Cl)(Cl)Cl.c1cc[nH]c1.c1cc[nH]c1.c1cc[nH]c1.c1cc[nH]c1.CCO
HOMO	-0.29804	Ha
relative energy (zero: lowest compared OMol25 entry of this formula, charge and spin)	0.851	eV

Each line ends with the natural charge from an NBO analysis.
Cartesian coordinates (Å):
1 Cl -4.629 -20.685 -7.295  0.06
2 C -3.895 -21.309 -5.802  -0.22
3 Cl -4.978 -22.502 -5.087  0.05
4 Cl -2.376 -22.130 -6.345  0.03
5 Cl -3.541 -20.073 -4.642  0.09
6 C -0.954 -21.929 -11.418  -0.30
7 C -1.788 -21.745 -10.314  -0.31
8 C -1.103 -20.947 -9.399  -0.09
9 N 0.131 -20.682 -9.950  -0.50
10 C 0.227 -21.272 -11.165  -0.08
11 H -1.220 -22.499 -12.294  0.22
12 H -2.723 -22.239 -10.107  0.23
13 H -1.295 -20.457 -8.459  0.21
14 H 0.873 -20.148 -9.544  0.41
15 H 1.157 -21.297 -11.711  0.21
16 C -3.465 -25.323 -9.281  -0.30
17 C -4.082 -26.572 -9.568  -0.31
18 C -4.775 -26.969 -8.469  -0.08
19 N -4.616 -26.008 -7.484  -0.52
20 C -3.786 -25.026 -7.982  -0.07
21 H -2.801 -24.780 -9.931  0.22
22 H -3.930 -27.238 -10.404  0.22
23 H -5.327 -27.849 -8.180  0.21
24 H -5.105 -25.829 -6.630  0.41
25 H -3.591 -24.157 -7.372  0.21
26 C 2.395 -22.001 -4.023  -0.29
27 C 1.160 -21.611 -4.617  -0.32
28 C 1.213 -22.096 -5.910  -0.07
29 N 2.391 -22.759 -6.097  -0.51
30 C 3.111 -22.720 -4.923  -0.09
31 H 2.706 -21.732 -3.026  0.22
32 H 0.440 -20.924 -4.209  0.22
33 H 0.535 -21.978 -6.742  0.21
34 H 2.684 -23.042 -7.011  0.41
35 H 4.081 -23.185 -4.874  0.21
36 C -5.894 -18.521 -2.240  -0.31
37 C -7.124 -18.260 -1.625  -0.32
38 C -7.171 -16.899 -1.402  -0.07
39 N -6.057 -16.338 -1.961  -0.50
40 C -5.243 -17.334 -2.459  -0.08
41 H -5.590 -19.512 -2.542  0.23
42 H -7.891 -18.981 -1.396  0.23
43 H -7.892 -16.381 -0.790  0.21
44 H -5.932 -15.345 -1.926  0.42
45 H -4.330 -17.107 -2.980  0.22
46 C -6.146 -17.520 -6.780  -0.63
47 C -7.322 -17.555 -5.850  -0.06
48 O -7.425 -18.875 -5.328  -0.74
49 H -6.292 -18.239 -7.587  0.21
50 H -5.194 -17.729 -6.284  0.21
51 H -5.917 -16.571 -7.279  0.21
52 H -8.230 -17.302 -6.407  0.16
53 H -7.237 -16.850 -5.019  0.16
54 H -7.490 -18.837 -4.371  0.48

---

Molecular formula: C19H26ClN3O3S
Method: DFT, ωB97M-V/def2-TZVPD

Output
HOMO	-0.30078	Ha
relative energy (zero: lowest compared OMol25 entry of this formula, charge and spin)	0.000	eV

Each line ends with the natural charge from an NBO analysis.
Cartesian coordinates (Å):
1 C -0.591 -4.233 -0.123  -0.63
2 H -0.891 -3.717 -1.031  0.24
3 H -1.467 -4.676 0.345  0.21
4 H 0.093 -5.033 -0.395  0.20
5 C 0.070 -3.244 0.834  -0.20
6 N 1.090 -2.468 0.159  -0.48
7 C 1.360 -1.174 0.749  -0.23
8 H 0.421 -0.769 1.132  0.23
9 C 1.869 -0.202 -0.320  -0.23
10 N 0.954 -0.208 -1.435  -0.65
11 C 0.317 0.886 -1.862  0.68
12 O 0.533 2.022 -1.481  -0.65
13 C -0.689 0.613 -2.975  -0.70
14 H -0.150 0.364 -3.890  0.26
15 H -1.301 1.495 -3.150  0.24
16 S -1.824 -0.824 -2.729  1.25
17 O -0.941 -1.994 -2.616  -0.99
18 C -2.437 -0.524 -0.972  -0.61
19 C -2.103 0.779 -0.374  0.03
20 C -2.548 2.038 -0.685  0.28
21 O -1.921 2.906 0.139  -0.40
22 C -1.118 2.154 0.916  0.49
23 N -1.210 0.881 0.657  -0.48
24 C -0.269 2.774 1.908  -0.04
25 C -0.173 4.164 1.983  -0.17
26 C 0.648 4.756 2.921  -0.23
27 C 1.378 3.959 3.790  -0.03
28 C 1.294 2.575 3.728  -0.22
29 C 0.471 1.986 2.789  -0.18
30 H 0.390 0.914 2.726  0.23
31 H 1.869 1.970 4.411  0.23
32 Cl 2.404 4.697 4.965  0.01
33 H 0.728 5.831 2.980  0.23
34 H -0.739 4.772 1.295  0.23
35 C -3.522 2.549 -1.682  -0.66
36 H -3.036 3.255 -2.355  0.23
37 H -4.332 3.076 -1.178  0.24
38 H -3.935 1.725 -2.256  0.23
39 H -1.993 -1.326 -0.386  0.27
40 H -3.515 -0.665 -1.045  0.24
41 H 0.617 -1.133 -1.694  0.45
42 H 2.865 -0.495 -0.668  0.19
43 H 1.917 0.813 0.080  0.24
44 H 2.092 -1.220 1.575  0.17
45 C 2.278 -3.229 -0.195  -0.22
46 C 2.441 -3.350 -1.710  -0.61
47 H 1.515 -3.698 -2.157  0.22
48 H 2.692 -2.389 -2.152  0.20
49 H 3.235 -4.055 -1.946  0.20
50 H 2.211 -4.235 0.235  0.19
51 H 3.172 -2.757 0.232  0.18
52 H 0.473 -3.786 1.710  0.16
53 H -0.690 -2.550 1.204  0.19

---

Molecular formula: C19H26CoN6O3
Method: DFT, ωB97M-V/def2-TZVPD

Output
HOMO (spin up / spin down)	-0.60671 / -0.60679	Ha
relative energy (zero: lowest compared OMol25 entry of this formula, charge and spin)	0.000	eV
net charge	+3

Each line ends with the natural charge from an NBO analysis.
Cartesian coordinates (Å):
1 Co 0.455 0.324 -0.778  1.33
2 N 3.955 2.073 -1.549  -0.45
3 C 4.571 0.850 -1.361  -0.02
4 C 3.576 -0.044 -1.145  -0.08
5 N 2.357 0.612 -1.223  -0.55
6 C 2.640 1.890 -1.440  0.35
7 C 1.495 2.780 -1.442  0.32
8 N 0.344 2.203 -1.133  -0.47
9 C -0.618 3.190 -1.154  -0.05
10 C -0.022 4.362 -1.495  -0.02
11 N 1.317 4.081 -1.675  -0.45
12 H 4.440 2.946 -1.701  0.46
13 H 5.641 0.737 -1.389  0.28
14 H 3.667 -1.099 -0.950  0.23
15 H -1.653 3.004 -0.941  0.25
16 H -0.423 5.353 -1.625  0.27
17 H 2.016 4.757 -1.946  0.46
18 C -0.244 0.816 5.879  -0.27
19 O -1.509 1.052 5.221  -0.42
20 C -1.610 0.919 3.924  0.47
21 C -2.915 1.140 3.394  -0.27
22 C -3.118 1.041 2.068  -0.09
23 C -2.044 0.711 1.167  -0.36
24 C -2.258 0.546 -0.192  0.58
25 C -3.591 0.730 -0.853  -0.70
26 O -1.318 0.194 -1.015  -0.65
27 C -0.747 0.512 1.730  0.50
28 O 0.330 0.218 0.989  -0.62
29 C -0.534 0.600 3.088  -0.42
30 H -0.455 0.897 6.937  0.24
31 H 0.475 1.576 5.579  0.20
32 H 0.121 -0.184 5.649  0.19
33 H -3.716 1.376 4.082  0.27
34 H -4.114 1.199 1.680  0.24
35 H -4.399 0.278 -0.280  0.26
36 H -3.575 0.308 -1.854  0.25
37 H -3.810 1.798 -0.933  0.26
38 H 0.464 0.448 3.470  0.25
39 N -0.023 -4.368 -2.059  -0.49
40 C -0.403 -3.966 -0.654  -0.25
41 C -0.597 -2.460 -0.589  -0.26
42 N 0.608 -1.708 -1.031  -0.60
43 C 0.980 -2.129 -2.405  -0.27
44 C 1.211 -3.628 -2.506  -0.24
45 H -0.798 -4.168 -2.697  0.44
46 H 0.132 -5.379 -2.110  0.46
47 H 0.401 -4.310 -0.003  0.24
48 H -1.316 -4.492 -0.382  0.27
49 H -0.840 -2.180 0.435  0.27
50 H -1.428 -2.153 -1.222  0.24
51 H 1.364 -1.939 -0.384  0.40
52 H 1.881 -1.613 -2.730  0.26
53 H 0.171 -1.818 -3.072  0.23
54 H 2.016 -3.956 -1.848  0.24
55 H 1.452 -3.928 -3.525  0.27

---

Molecular formula: C19H26HgN4O5S
Method: DFT, ωB97M-V/def2-TZVPD

Output
multiplicity	2
HOMO (spin up / spin down)	-0.07271 / -0.17049	Ha
net charge	-1

Each line ends with the Löwdin spin population.
Cartesian coordinates (Å):
1 Hg 1.222 0.288 0.395  0.29
2 C 0.360 -1.899 3.325  0.00
3 C 0.579 -2.669 2.002  0.01
4 N -0.130 -2.086 0.889  0.04
5 C -1.561 -1.926 0.977  0.00
6 C -2.052 -0.579 0.420  0.00
7 N -1.293 0.574 0.859  0.07
8 C -1.543 1.047 2.209  0.01
9 C -1.064 0.133 3.350  0.00
10 N 0.247 -0.460 3.181  0.02
11 H 1.206 -2.145 3.975  0.00
12 H -0.530 -2.296 3.830  0.00
13 H 0.322 -3.729 2.192  0.00
14 H 1.641 -2.636 1.748  0.01
15 H 0.186 -2.382 -0.022  0.00
16 H -1.847 -2.021 2.025  0.00
17 H -2.114 -2.720 0.450  0.00
18 H -3.125 -0.489 0.677  0.00
19 H -1.974 -0.600 -0.667  0.00
20 H -1.397 1.345 0.213  0.00
21 H -2.620 1.227 2.380  0.00
22 H -1.034 2.010 2.272  0.00
23 H -1.787 -0.673 3.503  0.00
24 H -1.100 0.743 4.264  0.00
25 H 0.976 0.049 3.654  0.00
26 S 3.450 1.435 1.137  0.20
27 C 2.818 1.950 2.606  0.06
28 C 3.347 1.444 3.847  0.02
29 C 2.765 1.749 5.019  0.01
30 C 1.656 2.571 5.012  0.03
31 C 1.198 3.005 3.778  0.00
32 N 1.707 2.695 2.603  0.04
33 H 4.217 0.806 3.808  0.00
34 H 3.179 1.380 5.951  0.00
35 H 1.163 2.883 5.922  0.00
36 H 0.331 3.661 3.739  0.00
37 O -0.309 1.186 -1.986  0.03
38 C 0.049 0.095 -2.489  0.01
39 O 0.609 -0.862 -1.899  0.08
40 C -0.242 -0.113 -3.972  0.00
41 C -0.951 0.846 -4.683  0.00
42 C -1.266 0.681 -6.035  0.00
43 C -0.843 -0.484 -6.624  0.00
44 O -0.976 -0.888 -7.943  0.00
45 C -0.634 -2.266 -7.906  0.00
46 O 0.209 -2.471 -6.787  0.00
47 C -0.131 -1.440 -5.922  0.00
48 C 0.189 -1.288 -4.601  0.00
49 H -1.256 1.734 -4.145  0.00
50 H -1.814 1.428 -6.594  0.00
51 H -0.102 -2.534 -8.818  0.00
52 H -1.551 -2.860 -7.785  0.00
53 H 0.750 -2.020 -4.038  0.00
54 O -0.030 3.416 0.287  0.01
55 H 0.251 2.945 -0.518  0.00
56 H 0.649 3.212 0.935  0.00